109
Properties=species:S:1:pos:R:3:forces:R:3:lowdin_charge:R:1 method="wB97M-V/def2-TZVPD" max_force_ev_per_a=0.8 e_above_lowest_ev=0.047 e_tot_ev=-140849.16003 lumo_energy_ha=-0.218 total_charge=+2 e_homo_ev=-12.48
Ga -0.59222 0.83094 0.15076 0.15 -0.31 -0.10 0.446
N -4.03206 -1.23684 2.29077 -0.09 0.01 0.09 0.159
C -3.15855 -0.32879 1.86041 0.03 -0.03 -0.10 -0.156
N -2.32096 -0.54019 0.89349 -0.07 0.02 -0.06 0.061
C -2.34139 -1.73738 0.21072 0.14 0.25 -0.16 -0.280
N -1.61088 -1.88126 -0.85124 -0.18 -0.76 -0.03 0.119
N -0.92383 -0.76088 -1.19234 0.29 0.71 0.22 -0.014
C -0.64023 -0.59201 -2.42614 -0.19 -0.32 0.16 0.009
C -0.10914 0.69584 -2.83969 0.25 0.31 -0.26 -0.239
C 0.08302 1.02179 -4.17366 -0.02 -0.14 0.10 0.024
C 0.43683 2.32590 -4.48687 -0.02 0.09 0.06 -0.007
C 0.57591 3.24633 -3.46136 0.02 -0.03 -0.09 -0.011
C 0.39175 2.82648 -2.15209 0.02 -0.01 0.01 -0.109
N 0.07114 1.57593 -1.84961 -0.24 -0.10 0.11 0.068
C -3.22763 -2.79486 0.65431 -0.26 0.00 0.21 -0.101
C -3.28050 -4.05426 0.05143 0.02 0.03 -0.02 0.004
C -4.16722 -5.00066 0.51461 0.02 -0.06 -0.04 -0.041
C -5.02769 -4.70269 1.57394 0.05 0.05 0.01 -0.034
C -5.00488 -3.45820 2.16945 -0.06 0.02 0.11 0.005
C -4.09927 -2.50702 1.71347 0.20 -0.19 -0.32 -0.167
H -4.68361 -1.01085 3.02697 0.01 0.11 0.02 0.173
H -3.14507 0.64185 2.34483 -0.07 -0.04 0.06 0.152
H -0.90946 -1.34798 -3.15670 0.04 -0.05 0.03 0.153
H -0.06047 0.27640 -4.94434 -0.02 0.00 0.01 0.130
H 0.57438 2.62411 -5.51731 0.02 -0.01 0.00 0.128
H 0.81770 4.27888 -3.67056 0.01 0.00 0.03 0.125
H 0.49455 3.51222 -1.32410 -0.01 0.03 0.02 0.120
H -2.62349 -4.25562 -0.78326 0.02 -0.03 0.03 0.123
H -4.20688 -5.97771 0.05317 0.00 0.01 -0.01 0.120
H -5.72015 -5.45246 1.93111 -0.03 0.02 -0.01 0.122
H -5.68486 -3.21980 2.97854 0.02 -0.01 0.01 0.126
C -4.71875 1.81342 -0.08331 0.23 0.18 -0.02 -0.160
Si -3.18199 2.87819 -0.35507 -0.12 0.07 -0.07 0.335
C -3.32696 4.48845 0.60456 -0.07 -0.26 -0.24 -0.156
C -3.05632 3.21544 -2.20460 -0.02 -0.02 0.30 -0.149
O -1.83834 2.09641 0.17540 0.04 0.37 0.34 -0.305
H -5.57467 2.30110 -0.55567 -0.02 -0.02 0.02 0.042
H -4.96884 1.68575 0.97307 0.00 0.02 0.00 0.021
H -4.61575 0.82525 -0.53962 0.01 0.01 -0.01 0.029
H -4.26437 4.98542 0.34264 0.02 0.05 0.02 0.040
H -2.51250 5.17435 0.36253 0.00 0.00 -0.01 0.030
H -3.32930 4.33513 1.68560 0.01 -0.06 -0.01 0.032
H -3.95367 3.73833 -2.54336 0.00 -0.01 -0.03 0.043
H -2.98166 2.28846 -2.77987 0.01 -0.01 0.01 0.033
H -2.19985 3.84425 -2.45473 -0.01 0.01 0.01 0.020
C -0.08357 0.22831 4.00890 0.05 -0.19 0.03 -0.480
P 0.49823 -0.23474 2.32797 0.16 0.07 0.01 1.119
C 2.01029 0.78069 1.90443 0.13 -0.33 0.24 -0.394
C 2.22903 2.05087 2.75924 -0.04 -0.01 -0.02 -0.102
C 3.53257 2.81008 2.42517 0.18 -0.02 0.09 -0.076
C 4.38106 2.14820 1.31605 -0.10 -0.05 0.00 -0.139
C 4.37025 0.66491 1.27787 0.09 0.13 -0.02 0.010
C 3.23276 0.01528 1.50669 -0.17 -0.12 0.00 -0.042
C 0.66406 -2.05953 2.45939 0.01 0.17 -0.15 -0.350
C 1.80971 -2.84964 2.40852 0.02 0.03 0.01 -0.092
C 1.71091 -4.23177 2.48924 0.07 -0.02 0.02 -0.050
C 0.47867 -4.84954 2.62106 -0.03 0.03 0.01 -0.044
C -0.66679 -4.07131 2.70268 0.00 -0.02 0.03 -0.050
C -0.56996 -2.69345 2.62828 0.00 0.05 0.05 -0.128
P 0.60501 -0.74529 5.49090 0.06 0.29 -0.24 1.075
C -0.11760 0.26592 6.83987 -0.01 -0.18 -0.03 -0.412
C 0.42254 0.04350 8.10972 -0.03 0.02 -0.03 -0.109
C -0.06364 0.72294 9.21267 0.01 -0.01 -0.01 -0.062
C -1.11000 1.62531 9.06637 -0.02 0.00 0.00 -0.070
C -1.66986 1.83124 7.81680 -0.07 0.04 0.02 -0.077
C -1.18282 1.15013 6.70772 0.06 0.01 -0.02 -0.108
C 2.35421 -0.17266 5.57907 -0.13 -0.08 -0.04 -0.399
C 2.74492 1.08654 6.03752 0.03 0.02 -0.08 -0.110
C 4.08889 1.41761 6.11005 -0.05 0.10 0.01 -0.071
C 5.06039 0.49090 5.75021 0.03 -0.02 0.01 -0.068
C 4.68476 -0.77384 5.32754 0.04 -0.04 -0.03 -0.071
C 3.33787 -1.10293 5.24838 -0.09 0.03 -0.02 -0.112
H -1.14983 -0.02278 4.00921 -0.03 0.10 0.01 0.028
H 0.00176 1.30680 4.14981 -0.05 0.02 -0.07 0.043
H 1.95421 2.04202 3.80359 0.00 -0.12 0.11 0.116
H 4.06320 3.22817 3.27438 -0.03 0.03 0.01 0.150
H 5.38637 2.56132 1.26833 -0.02 0.04 0.00 0.154
H 5.27197 0.12829 1.00740 -0.04 -0.05 -0.02 0.127
H 3.16680 -1.05079 1.37422 0.11 0.09 -0.02 0.076
H 2.79358 -2.41754 2.34204 -0.01 -0.06 0.08 0.079
H 2.61502 -4.82552 2.45521 -0.01 0.00 0.00 0.118
H 0.41146 -5.92741 2.67839 0.01 0.00 0.00 0.118
H -1.63652 -4.53700 2.82607 0.00 0.02 0.02 0.113
H -1.46808 -2.09974 2.73666 -0.01 -0.04 0.01 0.078
H 1.23761 -0.66183 8.22871 0.01 0.02 0.03 0.111
H 0.37257 0.54960 10.18747 -0.01 -0.01 0.00 0.113
H -1.49288 2.15677 9.92715 0.01 0.01 -0.01 0.112
H -2.49075 2.52730 7.70147 0.00 -0.01 0.00 0.107
H -1.64737 1.32343 5.74411 0.01 0.04 0.03 0.082
H 1.99935 1.80095 6.36765 -0.02 0.02 -0.03 0.113
H 4.38193 2.39662 6.46939 0.00 -0.03 0.02 0.112
H 6.10898 0.74548 5.83735 -0.01 0.00 -0.02 0.112
H 5.43819 -1.51456 5.09059 -0.01 0.02 -0.01 0.110
H 3.03541 -2.10376 4.96769 0.03 -0.07 -0.06 0.089
C 4.12788 3.55263 -0.89509 -0.03 -0.05 0.07 0.006
C 3.44102 2.83146 0.24109 0.09 0.01 -0.01 -0.381
C 2.76463 3.64744 1.36150 -0.10 -0.08 -0.10 -0.044
C 1.47318 2.88486 1.70285 -0.02 0.27 0.24 -0.331
N 1.44529 1.68003 0.77121 -0.21 -0.23 -0.47 -0.073
N 2.37064 1.96774 -0.27521 0.06 0.38 -0.01 0.066
C 0.18396 3.61548 1.94369 0.11 -0.10 -0.11 0.012
H 4.84518 4.27388 -0.50466 0.03 -0.02 -0.03 0.097
H 3.39612 4.08428 -1.50435 0.00 0.01 0.01 0.081
H 4.66460 2.85012 -1.53605 0.01 0.01 0.00 0.095
H 2.74616 4.73189 1.29863 -0.01 -0.01 0.00 0.164
H 2.74690 1.09259 -0.62969 -0.08 -0.09 -0.03 0.140
H 0.35632 4.43306 2.64366 0.01 -0.02 0.03 0.109
H -0.57930 2.95200 2.35422 -0.05 0.07 0.00 0.072
H -0.20278 4.03162 1.01298 -0.05 0.03 0.03 0.077

=====

28
Properties=species:S:1:pos:R:3:forces:R:3:lowdin_charge:R:1 method="wB97M-V/def2-TZVPD" max_force_ev_per_a=5.4 e_above_lowest_ev=1.426 e_tot_ev=-14601.10836 lumo_energy_ha=-0.109 smiles="CC[C@@H](O)CNCCOC=[NH2+]" total_charge=+1 e_homo_ev=-13.22
C -3.71082 0.26245 0.24569 3.59 1.94 3.51 -0.038
C -2.18204 -0.05105 0.59751 -2.68 1.81 -4.03 -0.139
C -1.45567 0.33017 -0.73692 1.06 -1.32 1.01 -0.388
O -0.72534 1.52498 -0.55525 -0.37 0.79 0.16 -0.037
C -0.40794 -0.67316 -1.05317 1.18 -2.82 0.44 -0.136
N 0.62473 -0.53749 -0.02057 1.27 -0.37 3.08 -0.114
C 1.61922 -1.61997 -0.13761 -1.84 -1.46 1.99 -0.159
C 2.92964 -1.22578 0.52394 -1.59 0.70 -0.32 -0.122
O 3.14911 0.08970 0.05932 -0.74 2.91 1.00 -0.015
C 2.21524 0.96271 0.49382 1.27 -1.53 -2.14 -0.164
N 2.12054 2.07588 -0.17616 2.74 -1.31 -0.70 0.225
H -4.22747 0.04983 1.13348 -1.19 0.11 1.24 0.061
H -4.04227 -0.39418 -0.43705 -1.14 -1.74 -3.00 0.041
H -3.70457 1.33359 0.05913 -0.82 -0.11 -0.55 0.086
H -2.16623 -1.03302 0.89291 0.68 -2.46 0.58 0.081
H -1.82777 0.60281 1.31900 0.55 1.08 1.69 0.087
H -2.15289 0.51520 -1.52326 -0.56 -0.40 -0.69 0.139
H -1.47538 2.08700 -0.38770 0.07 1.45 0.18 0.093
H -0.79581 -1.80235 -0.93144 0.47 2.43 -0.98 0.179
H 0.27241 -0.52506 -1.94702 -1.75 -0.15 0.21 0.153
H 0.33397 -0.42464 0.99303 -0.48 -0.54 -1.90 0.149
H 1.60149 -1.69970 -1.19949 1.17 -0.91 -0.79 0.106
H 1.27463 -2.61374 0.38179 0.41 1.58 -1.24 0.171
H 2.85534 -1.23575 1.62415 0.30 -0.26 -0.39 0.147
H 3.74854 -1.71283 0.09299 1.15 -1.40 0.07 0.125
H 1.76710 0.78725 1.44405 -0.21 0.32 0.57 0.154
H 1.47398 2.73767 0.15098 -0.60 1.30 -0.10 0.115
H 2.88825 2.18947 -0.90616 -1.95 0.34 1.10 0.199